1.
CH2ClN3S | wB97M-V/def2-TZVPD

Output
Spin multiplicity   1
Energy   -28894.207 eV
Gap between HOMO and LUMO   0.307 hartree
SMILES   N/N=N/C(=S)Cl
Energy relative to the best compared isomer or geometry (same formula, charge and spin)   7.6 kcal/mol
LUMO   -0.48 eV

Each line ends with the natural charge from an NBO analysis.
Cartesian coordinates (Å):
C -0.213 -3.260 0.755  -0.082
N 0.326 -1.882 0.164  -0.300
N 0.255 0.284 0.166  -0.572
N -0.159 -0.838 0.583  0.012
S 0.529 -3.741 2.166  0.054
Cl -1.141 -4.109 -0.350  0.119
H -0.009 1.257 0.637  0.407
H 1.118 0.341 -0.411  0.362

---

2.
C23H28N3O7Ru | wB97M-V/def2-TZVPD

Output
Spin multiplicity   2
Energy   -45688.467 eV
Gap between HOMO and LUMO (spin up / spin down)   0.280 / 0.250 hartree
Energy relative to the best compared isomer or geometry (same formula, charge and spin)   28.5 kcal/mol
LUMO (spin up / spin down)   -0.32 / -1.15 eV

Each line ends with the Löwdin spin population.
Cartesian coordinates (Å):
Ru 0.244 0.116 -0.835  0.829
C 3.539 -2.587 -1.039  0.000
C 2.247 -1.865 -1.182  0.001
N 2.125 -0.588 -1.040  -0.005
O 3.274 0.111 -0.771  0.000
C 1.014 -2.496 -1.594  0.006
C 0.806 -3.938 -1.890  0.001
N 0.058 -1.610 -1.706  0.010
O -1.101 -1.791 -2.147  0.094
H 4.151 -2.122 -0.270  0.000
H 4.096 -2.549 -1.978  0.000
H 3.357 -3.631 -0.792  0.000
H 2.926 0.914 -0.325  0.000
H 1.519 -4.318 -2.621  0.000
H -0.202 -4.082 -2.271  0.001
H 0.912 -4.518 -0.970  0.000
C -3.307 -0.569 -0.442  -0.001
C -2.324 -0.210 0.650  0.002
C -3.048 0.237 1.910  0.001
O -1.519 0.919 0.157  0.008
C -1.335 -1.336 1.031  0.001
O -1.716 -2.292 1.662  0.000
O -0.075 -1.124 0.715  -0.009
H -4.054 0.220 -0.523  0.000
H -3.802 -1.501 -0.169  0.000
H -2.814 -0.714 -1.399  -0.001
H -3.697 1.082 1.684  0.000
H -2.345 0.520 2.698  0.000
H -3.643 -0.593 2.286  0.000
H -1.054 1.252 0.940  0.000
C 0.576 5.524 6.531  0.000
C 1.636 4.891 5.672  0.000
C 2.887 4.615 6.209  0.000
C 3.872 4.009 5.445  0.000
C 3.619 3.709 4.120  0.000
C 2.373 3.986 3.564  0.000
N 2.170 3.646 2.201  0.001
C 1.736 4.519 1.239  0.000
C 1.831 5.906 1.452  0.000
C 1.404 6.801 0.497  0.000
C 0.864 6.366 -0.712  0.000
C 0.770 5.012 -0.941  0.001
C 1.198 4.076 0.007  0.001
C 1.038 2.650 -0.327  0.004
O 0.334 2.308 -1.330  0.014
O 1.558 1.731 0.396  0.041
C 1.356 4.552 4.340  0.000
C -0.030 4.764 3.799  0.000
H 0.995 5.855 7.480  0.000
H -0.232 4.821 6.750  0.000
H 0.122 6.387 6.042  0.000
H 3.085 4.874 7.242  0.000
H 4.841 3.792 5.876  0.000
H 4.383 3.274 3.490  0.000
H 2.165 2.670 1.944  0.000
H 2.257 6.262 2.381  0.000
H 1.502 7.862 0.693  0.000
H 0.531 7.076 -1.456  0.000
H 0.357 4.630 -1.864  0.000
H -0.246 5.823 3.639  0.000
H -0.773 4.387 4.504  0.000
H -0.176 4.256 2.849  0.000

---

3.
C2H16O6 | wB97M-V/def2-TZVPD

Output
Spin multiplicity   1
Energy   -14617.992 eV
Gap between HOMO and LUMO   0.403 hartree
SMILES   C=C.O.O.O.O.O.O
Energy relative to the best compared isomer or geometry (same formula, charge and spin)   27.5 kcal/mol
LUMO   0.72 eV

Each line ends with the natural charge from an NBO analysis.
Cartesian coordinates (Å):
C 4.237 0.461 -0.229  -0.400
C 3.587 1.551 0.288  -0.415
H 4.354 0.256 -1.313  0.213
H 4.768 -0.061 0.538  0.197
H 3.926 1.816 1.312  0.209
H 3.021 2.250 -0.363  0.201
H -1.932 -1.224 -0.121  0.487
H -2.533 -0.918 1.224  0.509
O -2.120 -1.697 0.726  -0.990
H -2.977 2.053 -1.615  0.481
H -2.464 0.589 -1.331  0.511
O -3.288 1.127 -1.362  -0.954
H 1.102 -1.151 0.189  0.505
H 1.839 -0.085 -0.590  0.479
O 1.242 -0.787 -0.744  -1.007
H -3.504 1.135 0.192  0.498
H -3.942 1.445 1.735  0.475
O -3.296 0.963 1.158  -1.024
H -0.570 -1.533 1.421  0.525
H 0.823 -2.050 2.130  0.478
O 0.470 -1.399 1.573  -0.997
H -0.323 -0.553 -1.276  0.517
H -1.179 -1.503 -1.984  0.487
O -1.242 -0.686 -1.558  -0.986

---

4.
C27H49AlClF5Mg2NO10SSi2 | wB97M-V/def2-TZVPD

Output
Spin multiplicity   1
Energy   -120934.538 eV
Gap between HOMO and LUMO   0.098 hartree
LUMO   -7.79 eV
Total charge   +1

Each line ends with the Mulliken charge.
Cartesian coordinates (Å):
C 2.874 1.573 3.848  -1.069
C 1.780 1.534 2.799  0.075
O 1.080 2.767 2.646  -0.324
C -0.078 2.729 1.875  -0.680
C 0.280 2.891 0.381  -0.018
Si 0.243 1.254 -0.580  0.856
C 0.365 1.554 -2.432  0.009
N 1.551 2.393 -2.708  -0.332
C 1.285 3.830 -2.566  -0.731
O -1.034 0.304 -0.117  -0.825
Si -2.525 0.417 -0.851  0.167
C -2.527 -0.331 -2.556  -0.674
C -1.759 -1.663 -2.522  -1.148
C -1.089 -2.024 -3.860  -0.670
C -0.027 -3.126 -3.645  -0.989
C 1.388 -2.679 -4.048  -0.111
C 2.496 -3.396 -3.271  -0.704
O 3.495 -2.500 -2.777  -0.338
C 4.318 -1.980 -3.719  0.755
C 4.803 -0.609 -3.353  -0.715
O 4.630 -2.569 -4.712  -0.556
C -3.140 2.201 -0.739  -0.317
C -3.415 2.951 -2.035  -0.504
O -4.567 3.828 -1.881  -0.343
C -4.350 4.772 -0.972  1.316
O -5.147 5.227 -0.221  -0.460
H 3.854 1.688 3.385  0.305
H 2.925 0.612 4.354  0.071
H 2.701 2.390 4.538  0.468
H 2.286 1.384 1.822  0.165
H 1.081 0.702 2.876  0.529
H -0.696 1.855 2.094  0.406
H -0.666 3.609 2.173  0.208
H -0.361 3.661 -0.062  -0.317
H 1.326 3.205 0.342  0.827
H 1.469 0.520 -0.197  -0.403
H -0.527 2.013 -2.887  0.754
H 0.501 0.590 -2.929  -0.422
H 1.736 2.248 -3.693  0.333
H 0.218 4.054 -2.428  0.089
H 1.804 4.225 -1.689  0.245
H 1.659 4.386 -3.423  0.372
H -3.457 -0.397 -0.043  -0.377
H -3.577 -0.495 -2.814  0.657
H -2.133 0.353 -3.312  0.550
H -2.456 -2.466 -2.267  0.441
H -0.978 -1.685 -1.756  0.343
H -0.581 -1.118 -4.198  0.407
H -1.852 -2.353 -4.562  0.450
H -0.035 -3.479 -2.612  0.559
H -0.300 -3.974 -4.276  0.298
H 1.488 -1.596 -3.926  -0.059
H 1.509 -2.892 -5.111  0.364
H 2.072 -3.899 -2.404  0.451
H 2.943 -4.175 -3.889  0.315
H 3.980 0.103 -3.389  -0.009
H 5.210 -0.627 -2.342  0.308
H 5.602 -0.327 -4.032  0.329
H -2.460 2.812 -0.135  0.057
H -4.078 2.173 -0.174  0.662
H -3.618 2.329 -2.901  0.303
H -2.559 3.601 -2.250  0.307
H -3.267 5.110 -0.922  -0.676
C 4.721 -4.380 5.470  -0.624
C 3.410 -5.163 5.236  -0.718
C 2.293 -4.127 5.390  -0.501
S 2.988 -2.494 4.959  1.317
O 2.915 -1.692 6.139  -0.535
O 2.338 -2.046 3.722  -0.510
C 4.617 -3.093 4.649  -0.524
H 5.588 -4.963 5.171  0.427
H 4.835 -4.125 6.525  0.265
H 3.387 -5.573 4.226  0.336
H 3.288 -5.994 5.929  0.363
H 1.450 -4.329 4.707  0.286
H 1.963 -4.040 6.448  0.239
H 5.291 -2.310 4.964  0.198
H 4.714 -3.285 3.579  0.478
C -8.528 2.371 -2.372  -0.393
C -7.296 2.128 -2.810  -0.258
C -6.874 0.765 -3.206  0.546
O -5.737 0.555 -3.591  -0.523
C -7.871 -0.325 -3.108  -0.418
C -9.106 -0.087 -2.675  -0.403
C -9.534 1.280 -2.271  0.309
O -10.657 1.495 -1.876  -0.523
H -8.858 3.357 -2.071  0.442
H -6.540 2.896 -2.897  0.364
H -7.537 -1.311 -3.405  0.432
H -9.855 -0.864 -2.593  0.419
Mg -0.005 -3.788 5.983  0.662
F 5.336 -0.130 5.550  -0.327
Al 6.318 -0.441 6.920  0.449
F 5.718 0.349 8.265  -0.377
F 7.901 -0.028 6.581  -0.364
F 6.177 -2.137 7.102  -0.394
F 0.725 3.132 4.578  -0.345
Mg -1.802 6.051 0.197  0.316
Cl 2.538 -1.140 1.642  -0.090

---

5.
CH4SSi | wB97M-V/def2-TZVPD

Output
Spin multiplicity   3
Energy   -19811.582 eV
Gap between HOMO and LUMO (spin up / spin down)   0.357 / 0.253 hartree
Energy relative to the best compared isomer or geometry (same formula, charge and spin)   0.0 kcal/mol
LUMO (spin up / spin down)   1.01 / -2.50 eV

Each line ends with the Löwdin spin population.
Cartesian coordinates (Å):
C 0.535 0.772 -0.040  0.744
Si -0.528 -0.744 -0.305  0.183
S -0.322 -0.934 -2.443  0.943
H 0.214 1.758 -0.386  0.044
H 0.012 -2.106 0.151  0.023
H 1.555 0.980 0.281  0.047
H -1.982 -0.198 0.123  0.015

---

6.
C6H10N2 | wB97M-V/def2-TZVPD

Output
Spin multiplicity   1
Energy   -9340.986 eV
Gap between HOMO and LUMO   0.365 hartree
SMILES   C/C=[N+]1/CC1=[N+]1CC1
Energy relative to the best compared isomer or geometry (same formula, charge and spin)   89.4 kcal/mol
LUMO   -10.72 eV
Total charge   +2

Each line ends with the natural charge from an NBO analysis.
Cartesian coordinates (Å):
C 0.889 -0.040 0.705  0.585
C 1.934 -1.104 0.567  -0.190
C 0.273 1.969 2.097  -0.218
C -0.843 1.841 1.107  -0.228
C 0.119 -1.607 -1.399  0.456
C -1.111 -1.128 -2.019  -0.762
N 0.722 -0.966 -0.316  -0.352
N 0.298 0.980 1.086  -0.238
H 2.787 -0.775 0.066  0.275
H 1.995 -1.999 1.380  0.324
H 1.075 2.686 2.188  0.287
H 0.062 1.715 3.172  0.284
H -1.861 1.496 1.467  0.289
H -1.114 2.601 0.340  0.294
H 0.509 -2.520 -1.717  0.258
H -1.385 -1.892 -2.688  0.289
H -1.002 -0.221 -2.572  0.327
H -2.001 -0.798 -1.402  0.321